[1]
13
Properties=species:S:1:pos:R:3 method="wB97M-V/def2-TZVPD" orbital_gap_ev=10.7 relative_energy_kcal_mol=61.3 e_lumo_ev=1.0
H -1.442 -1.198 0.199
H 0.906 1.924 -0.755
C 0.218 0.284 0.341
H 0.662 -1.772 -0.600
C 0.835 -0.687 -0.625
H 1.849 -0.565 -0.456
H 0.738 0.571 1.242
H -1.746 0.339 1.140
O 0.407 0.164 -1.713
Cl -0.604 -1.524 2.420
C 0.112 1.197 -0.844
C -1.042 -0.390 0.976
H -0.893 1.657 -1.324

***

[2]
11
Properties=species:S:1:pos:R:3 method="wB97M-V/def2-TZVPD" orbital_gap_ev=8.9 smiles=Nc1c[nH]cn1 relative_energy_kcal_mol=0.5 e_lumo_ev=1.0
N -0.960 1.464 1.064
C 1.410 -0.435 -0.605
H -0.374 2.262 1.278
C -0.239 0.476 0.383
N 1.069 0.665 0.023
H -1.776 1.770 0.551
N 0.390 -1.322 -0.670
H 0.425 -2.258 -1.037
H 2.367 -0.622 -1.067
H -1.638 -1.251 0.097
C -0.685 -0.756 -0.014